14
Properties=species:S:1:pos:R:3 method="wB97M-V/def2-TZVPD" e_lumo_ha=0.0285 e_above_lowest_kcal_mol=55.3 total_charge=0 gap_ev=11.308 smiles=C#C[C@@H](C)CC#N homo_energy_ev=-10.5
C -0.585 -1.472 -0.430
C -0.455 -0.077 0.183
C 1.033 0.355 0.386
C 1.554 -0.042 1.680
N 2.041 -0.293 2.697
C -1.068 0.957 -0.645
C -1.319 1.917 -1.324
H -0.061 -1.498 -1.390
H -0.156 -2.230 0.234
H -1.638 -1.714 -0.606
H -0.952 -0.086 1.162
H 1.731 -0.049 -0.361
H 1.151 1.442 0.331
H -1.275 2.790 -1.916